1.
14
Properties=species:S:1:pos:R:3:mulliken_charge:R:1 method="wB97M-V/def2-TZVPD" e_homo_ev=-8.602 homo_lumo_gap_ha=0.352 relative_energy_kcal_mol=117.8 lumo_energy_ev=1.0
C 2.0975 0.4845 -0.4720 -0.7066
O 0.7400 0.1265 -0.4883 -0.2842
C 0.3073 -0.4332 0.7262 -0.5357
C -1.1792 -0.7226 0.5989 -0.3676
C -1.9701 0.5379 0.4124 -0.4827
O -2.8891 0.5169 -0.5080 -0.3470
H 2.3343 0.9035 -1.4527 0.2377
H 2.7465 -0.3868 -0.2911 0.2813
H 2.3106 1.2408 0.2994 0.3000
H 0.4800 0.2683 1.5589 0.3371
H 0.8638 -1.3592 0.9468 0.3575
H -1.5345 -1.1852 1.5310 0.3145
H -1.3906 -1.4072 -0.2344 0.2066
H -2.7459 1.4806 0.1315 0.6890

***

2.
30
Properties=species:S:1:pos:R:3:mulliken_charge:R:1 method="wB97M-V/def2-TZVPD" e_homo_ev=-8.887 homo_lumo_gap_ha=0.312 relative_energy_kcal_mol=320.9 lumo_energy_ev=-0.4
O -0.4772 0.3520 -2.6388 -0.7479
H -1.1570 0.1363 -2.0003 0.4111
H 0.3236 -0.0233 -2.2728 0.1334
O -1.8371 -1.7580 0.1451 -0.6427
H -2.5349 -1.2789 -0.3019 0.3307
H -2.1474 -1.8489 1.0460 0.3457
O 1.5621 -0.9187 0.8520 -0.5659
H 1.2395 -1.8191 0.8132 0.3650
H 2.4462 -0.9646 0.4879 0.3307
O -0.0276 -0.2234 -0.4213 -1.0306
H 0.4258 -0.4033 0.4023 0.4045
H -0.9079 -0.5766 -0.2927 0.3195
O 1.6428 -0.5658 2.8715 -0.8094
H 1.5058 -0.5713 1.9242 0.5089
H 2.4830 -1.0073 2.9951 0.2337
O -2.0966 1.3594 -0.9024 -0.6276
H -2.9111 0.9338 -1.1703 0.3048
H -1.9461 1.0490 -0.0095 0.3917
O 0.7316 -1.3720 -2.0651 -0.6793
H 0.3970 -1.0137 -1.2430 0.5962
H 1.6061 -1.6949 -1.8478 0.2503
O -1.4313 0.8956 1.4075 -0.7632
H -1.6962 1.5237 2.0796 0.3200
H -0.4765 0.9584 1.3834 0.5118
O 1.4828 1.3215 -1.5211 -0.7244
H 1.4609 1.8126 -0.6998 0.3495
H 0.7127 0.7544 -1.4822 0.5721
O 0.5039 1.3401 1.0579 -0.7352
H -0.1621 1.7293 0.4912 0.3547
H 1.2849 1.8739 0.9121 0.2919

***

3.
9
Properties=species:S:1:pos:R:3:mulliken_charge:R:1 method="wB97M-V/def2-TZVPD" e_homo_ev="-0.062 / 0.991" homo_lumo_gap_ha="0.209 / 0.172" relative_energy_kcal_mol=130.9 lumo_energy_ev="5.6 / 5.7" total_charge=-2
C 0.2651 -0.9994 0.1937 0.1396
N -1.9035 -0.2111 -0.3580 -0.8565
O 1.0520 0.2977 -1.3638 -0.6742
O 2.3573 0.6064 0.9592 -0.7763
O 0.1209 1.7084 0.5535 -0.7110
P 1.0539 0.6455 0.1917 0.7653
S 0.3970 -2.5227 -0.0342 -0.4685
H -1.1410 0.3019 -0.7225 0.3989
H -2.2016 0.1734 0.5802 0.1827

***

4.
20
Properties=species:S:1:pos:R:3:mulliken_charge:R:1 method="wB97M-V/def2-TZVPD" e_homo_ev=-14.189 homo_lumo_gap_ha=0.417 relative_energy_kcal_mol=47.7 lumo_energy_ev=-2.9 total_charge=+1
C 1.5198 -1.1411 -0.2255 -1.5070
C 0.3890 1.6306 0.1580 -1.0810
C -1.6032 1.0135 -0.9581 -1.3698
C 0.1966 -0.6240 -0.6215 1.2368
N -0.6222 -1.6047 -1.0682 -0.4385
N -0.2776 0.5862 -0.4968 0.1171
O 0.0753 -0.5061 2.1829 -0.6655
H 2.4114 -0.4007 -0.2139 0.3145
H 1.8648 -1.9209 -0.9294 0.4858
H 1.2891 -1.3643 0.8770 0.3388
H 0.3074 2.6598 -0.2958 0.4002
H -0.0455 1.8506 1.1131 0.4540
H 1.5166 1.4965 0.5893 0.2537
H -2.3744 0.6958 -0.2817 0.4259
H -1.7610 2.1121 -0.8641 0.4117
H -1.6760 0.8071 -2.0153 0.4929
H -1.5880 -1.4460 -1.4148 0.2414
H -0.1519 -2.5238 -0.9931 0.2491
H 0.0225 -1.4275 2.6027 0.3162
H 0.5073 0.1069 2.8552 0.3238

***

5.
46
Properties=species:S:1:pos:R:3:mulliken_charge:R:1 method="wB97M-V/def2-TZVPD" e_homo_ev=-8.945 homo_lumo_gap_ha=0.331 relative_energy_kcal_mol=82.0 lumo_energy_ev=0.1
N -0.6275 0.9614 -2.8836 -0.4191
C -0.1135 1.7936 -1.8717 -0.2819
C -0.1168 1.0331 -0.5498 -0.0890
N 1.2002 0.2127 -0.4767 0.2908
C 1.8512 -0.1685 0.6958 0.1553
N 2.1990 0.7922 1.7310 -0.4419
O 2.3266 -1.2783 0.7954 -0.7710
H -0.4818 1.1276 -3.8039 0.1558
H -1.5493 0.6480 -2.5447 0.1618
H -0.5541 2.7721 -1.6765 0.2593
H 0.9210 2.0265 -2.2314 -0.0414
H -0.1277 1.8014 0.2100 0.1385
H -0.9065 0.3174 -0.2251 -0.0508
H 1.0951 -0.5175 -1.1879 0.4426
H 2.6885 0.3441 2.4371 0.3431
H 1.3885 1.2131 2.2133 0.2482
O -2.3829 2.6887 0.1768 -0.5906
H -2.8923 1.9051 0.6446 0.3740
H -3.0967 3.3452 -0.0031 0.2726
O -1.9149 -3.3254 -2.4005 -0.6181
H -1.6792 -2.4188 -2.1319 0.3127
H -1.4545 -3.9145 -1.7316 0.3369
O 0.6275 -2.6291 2.3546 -0.7195
H 1.1456 -2.0466 1.8854 0.3519
H 0.9052 -3.5864 2.1746 0.3057
O -2.3706 -1.7349 1.4182 -0.7513
H -1.4730 -2.0753 1.7267 0.3658
H -2.1127 -1.5059 0.5165 0.3332
O 1.1015 3.8464 -0.5181 -0.6054
H 1.9162 3.7517 -0.0298 0.2989
H 0.3440 3.8370 0.1258 0.3233
O -0.4949 -2.9469 -0.4051 -0.7112
H -0.1592 -3.1577 0.4379 0.1639
H 0.2643 -2.7446 -0.9483 0.5600
O 3.2267 2.1891 -1.7469 -0.6686
H 2.6433 1.8041 -2.4553 0.3370
H 3.2470 1.4295 -1.1356 0.3218
O 1.8987 -2.6337 -1.2671 -0.6894
H 2.5662 -3.0803 -1.6793 0.2190
H 2.0644 -2.0506 -0.5308 0.3931
O -0.3400 0.3963 2.8540 -0.6385
H -1.0914 0.6547 2.4001 0.4597
H -0.5663 -0.3831 3.4446 0.2696
O -2.8892 0.6804 1.7698 -0.7207
H -2.9374 0.8654 2.6590 0.2892
H -3.2884 -0.2385 1.7633 0.3247

***

6.
19
Properties=species:S:1:pos:R:3:mulliken_charge:R:1 method="wB97M-V/def2-TZVPD" e_homo_ev=-7.974 homo_lumo_gap_ha=0.321 relative_energy_kcal_mol=101.0 lumo_energy_ev=0.8
C 0.1977 2.0963 0.8355 -1.3506
C -0.3214 0.7030 0.5722 0.5463
O -0.9550 0.1015 1.4992 -0.6059
C -0.7418 0.4420 -0.8700 -0.3287
C -0.7081 -1.0627 -1.1084 -0.6535
C 0.5003 -1.5738 -0.3452 -0.2797
C 1.4568 -0.6501 0.0700 -0.8593
H -0.5817 2.7872 0.4790 0.3512
H 1.1015 2.3212 0.2628 0.2850
H 0.3593 2.2887 1.8968 0.3557
H -0.6919 -1.1582 1.3679 0.1075
H -1.7399 0.8656 -1.0283 0.3957
H -0.0536 0.9568 -1.5492 0.2782
H -1.6036 -1.5242 -0.6790 0.2952
H -0.6981 -1.3208 -2.1717 0.3588
H 0.7628 -2.6248 -0.4769 0.4617
H -0.2398 -1.8779 0.9861 0.0525
H 1.6971 0.2727 -0.4378 0.3019
H 2.2595 -1.0429 0.6970 0.2879

***

Copy entry 4 word for word.
20
Properties=species:S:1:pos:R:3:mulliken_charge:R:1 method="wB97M-V/def2-TZVPD" e_homo_ev=-14.189 homo_lumo_gap_ha=0.417 relative_energy_kcal_mol=47.7 lumo_energy_ev=-2.9 total_charge=+1
C 1.5198 -1.1411 -0.2255 -1.5070
C 0.3890 1.6306 0.1580 -1.0810
C -1.6032 1.0135 -0.9581 -1.3698
C 0.1966 -0.6240 -0.6215 1.2368
N -0.6222 -1.6047 -1.0682 -0.4385
N -0.2776 0.5862 -0.4968 0.1171
O 0.0753 -0.5061 2.1829 -0.6655
H 2.4114 -0.4007 -0.2139 0.3145
H 1.8648 -1.9209 -0.9294 0.4858
H 1.2891 -1.3643 0.8770 0.3388
H 0.3074 2.6598 -0.2958 0.4002
H -0.0455 1.8506 1.1131 0.4540
H 1.5166 1.4965 0.5893 0.2537
H -2.3744 0.6958 -0.2817 0.4259
H -1.7610 2.1121 -0.8641 0.4117
H -1.6760 0.8071 -2.0153 0.4929
H -1.5880 -1.4460 -1.4148 0.2414
H -0.1519 -2.5238 -0.9931 0.2491
H 0.0225 -1.4275 2.6027 0.3162
H 0.5073 0.1069 2.8552 0.3238